(1)
A molecular structure, C8H10N2O3Pd, computed with the ωB97M-V functional and the def2-TZVPD basis.

Summary:
Frontier orbital gap (alpha / beta) ... 4.3 / 5.1 eV
E_HOMO (alpha / beta) ... 1.87 / 1.06 eV
LUMO level (alpha / beta) ... 0.2281 / 0.2276 Ha
⟨S²⟩ ... 2.013

Geometry as ORCA input:
```
! RIJCOSX wB97M-V def2-TZVPD def2/J DEFGRID3
* xyz -2 3
C 0.889 -0.955 -1.462
C -0.501 -1.022 -1.795
C -1.209 -1.667 -0.721
C -0.217 -2.154 0.243
C 1.093 -1.663 -0.219
Pd -0.353 -0.058 0.853
C -1.415 1.602 -0.417
C 0.029 1.899 -0.547
C 0.624 2.170 -1.813
N 1.120 1.110 0.304
H -2.295 -1.955 -0.652
H -0.959 -0.709 -2.750
H -0.365 -2.911 1.040
H 2.070 -1.944 0.273
H 1.731 -0.596 -2.106
H -2.172 1.044 -1.009
H 1.713 1.618 1.020
H -1.754 2.282 0.424
H 0.029 2.731 -2.586
H 1.674 1.826 -1.818
O -0.064 -0.672 4.580
N 0.063 -0.095 3.505
O 0.271 1.129 3.198
O -0.002 -1.008 2.455
*
```


(2)
A molecular structure, C8H10N2ORu, computed with the ωB97M-V functional and the def2-TZVPD basis.

Summary:
Frontier orbital gap (alpha / beta) ... 6.3 / 6.7 eV
E_HOMO (alpha / beta) ... -5.48 / -8.40 eV
LUMO level (alpha / beta) ... 0.0298 / -0.0620 Ha
⟨S²⟩ ... 6.019
ΔE to the lowest compared entry with this formula, charge and spin ... 15.2 kcal/mol

Geometry as ORCA input:
```
! RIJCOSX wB97M-V def2-TZVPD def2/J DEFGRID3
* xyz 0 5
C -0.889 1.111 -1.899
C 0.513 0.876 -2.150
C 1.277 1.699 -1.246
C 0.347 2.458 -0.439
C -0.990 2.091 -0.846
Ru 0.088 0.363 -0.080
N -1.133 -1.413 0.403
C -0.470 -2.554 0.091
C 0.761 -1.689 -0.526
H 2.358 1.735 -1.183
H 0.921 0.191 -2.886
H 0.609 3.167 0.337
H -1.911 2.468 -0.419
H -1.717 0.637 -2.416
H 0.845 -1.851 -1.607
H -0.921 -3.175 -0.700
H -1.982 -1.435 0.963
H 1.695 -1.883 0.011
H -0.112 -3.145 0.954
O -0.178 -0.100 3.826
C 0.212 0.106 2.728
N 0.676 0.342 1.635
*
```


(3)
A molecular structure, C8H10N2OSc, computed with the ωB97M-V functional and the def2-TZVPD basis.

Summary:
Frontier orbital gap ... 7.2 eV
E_HOMO ... -3.93 eV
LUMO level ... 0.1212 Ha

Geometry as ORCA input:
```
! RIJCOSX wB97M-V def2-TZVPD def2/J DEFGRID3
* xyz -1 1
C -0.657 1.675 -1.083
C -1.410 0.534 -1.521
C -0.533 -0.319 -2.269
C 0.765 0.291 -2.287
C 0.695 1.512 -1.537
Sc 0.233 -0.257 0.117
N 0.765 0.841 1.652
C -0.535 0.211 2.237
C -1.470 -0.603 1.397
H -0.824 -1.232 -2.789
H -2.476 0.370 -1.361
H 1.643 -0.091 -2.808
H 1.507 2.224 -1.389
H -1.057 2.540 -0.552
H -2.417 -0.093 1.224
H -0.254 -0.381 3.138
H 1.284 1.349 2.358
H -1.600 -1.619 1.776
H -1.109 1.082 2.627
O 3.359 -3.466 0.577
C 2.487 -2.680 0.355
N 1.603 -1.888 0.137
*
```


no.,largest force on an atom (eV/A)
1,6.04
2,4.80
3,4.05